DFT (ωB97M-V with the def2-TZVPD basis set) results for a structure of composition C22H35ClMoO2P2 at a distorted geometry.

Last column: Mulliken spin population.
Atoms and positions in Å:
P  2.8032  1.9536  -1.2120  -0.009
P  1.4896  -1.3646  -2.5978  -0.002
C  3.5428  0.6022  -2.2305  0.000
C  2.6939  -0.1287  -3.2965  0.002
H  4.0340  -0.1070  -1.5444  0.000
H  4.3484  1.1368  -2.7582  -0.001
H  2.1320  0.5907  -3.9172  0.000
H  3.3664  -0.7249  -3.9415  0.001
C  2.6980  -2.7024  -2.2719  0.000
H  2.1588  -3.5200  -1.7796  0.000
H  3.5149  -2.3695  -1.6155  0.000
H  3.1034  -3.0400  -3.2345  0.000
C  0.5936  -1.9215  -4.0719  0.000
H  1.2335  -2.6050  -4.6488  0.000
H  0.2887  -1.0575  -4.6764  0.000
H  -0.2985  -2.4501  -3.7135  0.000
C  4.2444  2.8315  -0.6009  0.000
H  3.9275  3.5834  0.1296  0.000
H  4.7052  3.3221  -1.4623  0.000
H  4.9631  2.1440  -0.1457  0.000
C  2.1470  3.1312  -2.4042  0.001
H  1.5740  2.6539  -3.2069  0.000
H  3.0193  3.6382  -2.8361  0.000
H  1.5208  3.8649  -1.8820  0.000
Mo  -1.0236  0.7928  0.8226  2.148
C  -0.5987  -1.5314  -0.6187  0.004
C  0.5032  -1.7189  0.1914  0.024
C  1.7172  -0.8356  0.1662  -0.108
C  1.8132  0.4063  1.0793  0.225
C  1.7488  1.7438  0.2641  -0.129
C  0.3458  1.9626  -0.3195  0.063
C  -0.0768  1.0249  -1.4444  -0.111
C  -1.0474  -0.1751  -1.2400  0.135
C  -2.2462  2.3702  1.3301  -0.083
H  -1.4875  -2.1725  -0.4797  0.001
H  0.3915  -2.3857  1.0405  -0.003
H  1.8879  -0.4217  -0.8535  0.021
H  2.6157  -1.4519  0.3527  0.005
H  1.0321  0.3999  1.8756  -0.030
H  2.7882  0.3692  1.5896  -0.003
H  1.9996  2.5911  0.9238  -0.016
H  0.0245  3.0047  -0.4956  0.011
H  0.8140  0.6691  -2.0316  0.003
H  -0.5580  1.6348  -2.2394  -0.021
H  -1.9721  0.1921  -0.6385  -0.089
H  -1.4874  -0.3505  -2.2366  0.002
H  -3.2181  1.8899  1.1039  0.013
H  -1.9995  3.2797  0.7844  0.026
H  -2.0487  2.3954  2.4220  0.002
Cl  -7.1315  -2.4270  6.5186  0.000
C  -5.9010  -2.0179  5.4088  0.001
C  -4.5854  -1.7794  5.8643  0.000
C  -3.5907  -1.3931  4.9542  0.002
C  -3.8859  -1.2829  3.5892  -0.009
C  -5.1842  -1.5451  3.1452  0.002
C  -6.1884  -1.9242  4.0375  -0.001
C  -2.8350  -0.8360  2.5940  0.001
O  -1.7591  -0.3896  3.1174  -0.058
O  -3.1263  -0.9019  1.3583  -0.021
H  -4.3581  -1.8750  6.9194  0.000
H  -2.5743  -1.1871  5.3021  0.000
H  -5.4069  -1.4646  2.0833  0.000
H  -7.1950  -2.1209  3.6776  0.000

Atoms 1-3, force components in eV/Å:
P 2.15 0.41 -0.50
P 0.55 -0.18 -1.57
C -0.12 -0.36 -0.03

* E_LUMO (spin up / spin down): -0.3248 / -0.2895 hartree
* net charge: +2
* expectation value of S²: 2.06
* E: -60410.82861 eV
* spin multiplicity: 3
* HOMO energy (spin up / spin down): -12.739 / -12.743 eV
* orbital gap (spin up / spin down): 3.90 / 4.86 eV

=====

DFT (ωB97M-V with the def2-TZVPD basis set) results for a structure of composition C22H35ClN2NiO5Te at a distorted geometry.

Last column: Mulliken spin population.
Atoms and positions in Å:
Ni  -1.4090  0.4220  -0.7600  0.964
C  -1.1664  2.6200  1.5986  -0.001
O  -1.7669  1.4059  1.2081  -0.002
C  -1.9485  0.4792  2.2546  -0.028
C  -2.9561  -0.5529  1.7383  0.002
O  -2.5429  -1.1484  0.5241  0.023
C  -1.7087  -2.2862  0.6661  -0.035
C  -1.1737  -2.6700  -0.7123  -0.001
O  -0.4945  -1.5579  -1.2424  0.005
C  0.2184  -1.8318  -2.4318  0.006
H  -1.8133  3.1504  2.3098  -0.002
H  -1.0508  3.1998  0.6851  0.003
H  -0.1801  2.4583  2.0497  0.001
H  -2.3479  0.9762  3.1512  0.000
H  -0.9881  0.0075  2.5204  0.051
H  -3.8820  -0.0194  1.4942  0.002
H  -3.1562  -1.3185  2.4980  -0.002
H  -2.2944  -3.1187  1.0897  -0.002
H  -0.8572  -2.0647  1.3219  0.045
H  -2.0008  -2.9777  -1.3715  -0.001
H  -0.4782  -3.5171  -0.6015  -0.002
H  -0.4570  -2.0304  -3.2714  0.000
H  0.8829  -2.6928  -2.2871  0.000
H  0.8115  -0.9416  -2.6331  0.001
C  7.0927  -1.7316  3.3247  -0.002
C  5.7882  -1.3436  2.6923  0.029
C  5.6699  -0.2039  1.9120  -0.014
C  4.4570  0.1694  1.3570  -0.013
C  4.3615  1.4035  0.5197  0.051
C  3.3242  -0.6129  1.5817  -0.025
Te  1.4527  0.0177  0.7909  0.860
C  3.4344  -1.7824  2.3323  -0.086
C  2.2566  -2.6753  2.5803  0.101
C  4.6593  -2.1262  2.8810  -0.006
H  7.8811  -1.0362  3.0465  0.000
H  7.3865  -2.7345  3.0150  0.002
H  6.9952  -1.7314  4.4108  0.002
H  6.5430  0.4094  1.7355  0.000
H  5.3432  1.8347  0.3367  0.003
H  3.7419  2.1428  1.0303  0.000
H  3.8869  1.1755  -0.4328  -0.008
H  1.6380  -2.7395  1.6836  -0.026
H  1.6401  -2.2776  3.3903  -0.010
H  2.5862  -3.6749  2.8581  0.000
H  4.7391  -3.0301  3.4716  0.000
C  -6.6852  -0.1869  -1.8280  0.000
C  -5.3924  0.5015  -2.0789  -0.005
C  -5.0623  1.6185  -2.8163  0.000
C  -3.6768  1.7992  -2.6500  -0.005
N  -3.1962  0.8466  -1.8613  0.009
N  -4.2385  0.0703  -1.5288  -0.005
C  -2.8216  2.8642  -3.2317  -0.001
H  -7.4764  0.2748  -2.4114  0.000
H  -6.9527  -0.1275  -0.7722  0.000
H  -6.6185  -1.2406  -2.0985  0.000
H  -5.7255  2.2252  -3.4005  0.000
H  -4.0940  -0.7219  -0.9202  0.002
H  -3.4174  3.5611  -3.8158  0.000
H  -2.0543  2.4241  -3.8653  0.000
H  -2.3056  3.3953  -2.4349  -0.001
Cl  0.7571  2.6143  -4.5972  0.000
C  1.3013  2.9909  -2.9502  0.009
C  0.8834  1.8135  -2.0288  0.022
O  1.7589  0.9805  -1.7723  0.054
O  -0.2980  1.8412  -1.6332  0.033
H  0.8121  3.9176  -2.6519  0.000
H  2.3851  3.0944  -2.9691  0.000

Atoms 1-3, force components in eV/Å:
Ni -0.06 -0.03 -0.27
C 0.20 0.35 0.09
O -0.21 -0.23 0.14

* E_LUMO (spin up / spin down): 0.0133 / -0.0199 hartree
* net charge: 0
* expectation value of S²: 2.01
* E: -97456.97919 eV
* spin multiplicity: 3
* HOMO energy (spin up / spin down): -6.862 / -6.154 eV
* orbital gap (spin up / spin down): 7.22 / 5.61 eV

=====

DFT (ωB97M-V with the def2-TZVPD basis set) results for a structure of composition C22H35CoNO3P2S at a distorted geometry.

Last column: Mulliken spin population.
Atoms and positions in Å:
P  0.3878  -2.1011  -1.9733  0.069
P  0.2787  1.2671  -3.5990  0.008
C  -0.2541  -1.4724  -3.6153  0.011
C  0.5549  -0.3615  -4.3096  -0.002
H  -1.2986  -1.1497  -3.4630  0.000
H  -0.3028  -2.3484  -4.2870  -0.001
H  1.6403  -0.5729  -4.3388  0.001
H  0.2294  -0.2625  -5.3600  0.001
C  -1.2848  2.0363  -4.0848  -0.001
H  -1.6151  2.7615  -3.3261  0.000
H  -2.0608  1.2661  -4.2108  0.000
H  -1.1445  2.5731  -5.0383  0.000
C  1.6049  2.3715  -4.0767  0.000
H  1.3222  2.8856  -5.0009  0.000
H  2.5326  1.8178  -4.2561  0.000
H  1.7793  3.1229  -3.3000  0.000
C  -0.8188  -3.4697  -1.7820  0.005
H  -0.7415  -4.0803  -0.8732  -0.004
H  -0.6864  -4.1464  -2.6396  0.002
H  -1.8370  -3.0686  -1.8223  0.000
C  1.9177  -2.8969  -2.4713  0.010
H  2.6548  -2.1211  -2.7056  0.000
H  1.6978  -3.5004  -3.3642  0.000
H  2.2921  -3.5492  -1.6738  -0.003
Co  0.3267  -2.0083  1.1169  2.700
C  0.0256  3.0349  -0.0510  0.001
C  -1.2637  2.9849  -0.3778  -0.002
C  -2.0104  1.7168  -0.5762  0.005
C  -1.5762  0.5369  0.3391  0.022
C  -0.8810  -0.5196  -0.3566  0.069
C  0.5245  -0.5057  -0.8644  -0.014
C  0.9656  0.8986  -1.2052  0.033
C  0.9666  1.8677  0.0145  -0.001
C  0.6667  -3.8735  1.5915  -0.061
H  0.4930  4.0166  0.1965  0.000
H  -1.8505  3.8997  -0.5785  0.000
H  -1.8902  1.4181  -1.6303  -0.005
H  -3.0997  1.8254  -0.4753  -0.002
H  -1.0573  0.8702  1.2405  -0.001
H  -2.5080  0.0654  0.6848  0.005
H  -1.5357  -1.3052  -0.7444  -0.043
H  1.2857  -0.8955  -0.0872  0.057
H  0.1818  1.3536  -1.9246  0.013
H  1.9891  0.9105  -1.6077  0.001
H  0.9195  1.3021  0.9699  0.005
H  1.9651  2.3356  0.0205  -0.001
H  1.6447  -3.8935  2.1082  0.008
H  0.6741  -4.5579  0.7301  0.004
H  -0.0772  -4.2279  2.3256  -0.003
O  -2.2362  -1.1639  3.1779  0.007
C  -1.1247  -0.7258  3.5268  0.024
N  0.0455  -0.9229  2.7945  0.046
S  1.4631  -0.4287  3.5588  0.033
O  2.1813  -1.5502  4.1102  -0.003
O  2.1593  0.5045  2.7076  -0.004
C  0.5273  0.3977  4.8310  0.007
C  1.0304  1.2360  5.8260  -0.002
C  0.1319  1.8334  6.7355  0.001
C  -1.2461  1.5166  6.6569  0.000
C  -1.7109  0.6458  5.6713  0.002
C  -0.8223  0.1037  4.7232  0.000
H  2.1059  1.4200  5.8938  0.000
H  0.4782  2.5311  7.4966  0.000
H  -1.9345  1.9706  7.3864  0.000
H  -2.7753  0.3817  5.6165  0.000

Atoms 1-3, force components in eV/Å:
P -0.76 1.62 -1.71
P -1.54 0.33 -2.20
C 0.04 -0.17 -0.07

* E_LUMO (spin up / spin down): 0.0003 / -0.0075 hartree
* net charge: 0
* expectation value of S²: 3.77
* E: -98045.92882 eV
* spin multiplicity: 4
* HOMO energy (spin up / spin down): -6.038 / -6.108 eV
* orbital gap (spin up / spin down): 6.05 / 5.90 eV